Entry 1:
This record from OMol25 describes a molecular structure, C10H10F5O3S4Se2W in a non-equilibrium geometry. The level of theory is wB97M-V/def2-TZVPD.

Computed properties:
2S+1: 3
Charge: -1
Frontier orbital gap (alpha / beta) (eV): 6.2 / 7.0
Lowest unoccupied orbital energy (alpha / beta) (eV): 2.26 / 2.08
Energy relative to the best compared isomer or geometry (same formula, charge and spin) (kJ/mol): 66.3
Largest force on an atom (eV/A): 3.4

Each line ends with the Löwdin spin population.
CARTESIAN COORDINATES (ANGSTROEM)
W (-0.14231, 0.68373, -0.50812)  1.677
O (1.08526, -0.77272, 0.52868)  0.033
C (0.88736, -1.36698, 1.85791)  0.004
C (-0.52152, -1.23173, 2.47702)  0.002
C (-0.51703, -2.01755, 3.83727)  0.001
O (-1.70576, -2.02269, 4.66326)  0.001
C (-1.58613, -1.92532, 1.58535)  0.027
Se (-2.12413, -0.83711, 0.12006)  0.104
C (-0.88861, 0.29374, 2.79788)  0.012
Se (0.04347, 1.64519, 1.81887)  -0.011
H (2.06252, -0.51377, 0.41915)  0.006
H (1.63764, -0.81942, 2.49236)  0.000
H (1.25125, -2.35913, 1.79982)  0.000
H (0.30729, -1.64961, 4.45955)  0.000
H (-0.41052, -3.08875, 3.65724)  0.000
H (-1.95645, -1.03197, 4.78957)  0.000
H (-2.48971, -2.06655, 2.21348)  0.000
H (-1.18657, -2.92766, 1.30053)  0.004
H (-0.71552, 0.48934, 3.85140)  0.000
H (-1.98148, 0.37851, 2.54487)  0.002
O (0.82571, 5.20572, -5.59935)  0.000
C (0.54332, 4.52447, -4.59325)  0.002
S (-0.99802, 3.81800, -4.23095)  0.006
C (-0.50811, 2.97088, -2.82597)  0.035
C (0.73456, 3.19051, -2.35140)  0.012
S (1.40097, 2.50460, -0.89706)  0.071
S (1.79698, 4.11457, -3.36145)  0.000
S (-1.56253, 1.86495, -1.89670)  -0.002
F (2.32752, -0.54768, -1.80909)  0.006
C (0.94534, -0.72713, -2.02083)  0.002
F (0.77887, -2.11126, -1.69364)  0.006
C (0.73050, -0.85234, -3.51692)  0.000
F (-0.53646, -1.31603, -3.72512)  0.001
F (1.61118, -1.74348, -3.95392)  -0.001
F (0.86113, 0.24467, -4.23051)  0.001

Cartesian forces, eV/Å:
-0.1 -0.4 -0.4
1.8 -0.4 0.6
1.0 2.1 0.9
-0.5 0.3 0.4
0.2 -0.3 0.2
-0.3 3.3 -0.6
0.6 -0.3 1.3
-0.7 0.3 -1.3
-1.3 -1.9 -0.4
0.1 0.9 -0.2
-2.1 -0.7 0.2
-0.9 -0.4 -0.1
-0.1 -1.3 -0.2
0.2 -0.1 -0.1
0.5 0.0 -0.2
0.5 -2.5 -0.2
0.5 -0.1 -0.4
-0.4 0.7 0.0
0.0 0.0 0.3
1.0 0.1 0.5
-1.0 -1.5 2.3
2.0 1.5 -2.0
-0.7 0.1 -0.7
0.2 -0.8 1.8
0.3 -0.4 -0.1
0.3 0.3 -0.4
-0.6 0.6 -0.6
-0.2 0.4 -0.8
-0.4 0.1 -0.4
-0.2 -0.6 1.6
-0.1 1.0 0.2
-1.0 -0.4 0.6
0.8 0.1 -0.1
0.2 -0.5 -1.1
0.2 0.8 -0.2


Entry 2:
This record from OMol25 describes 2 unconnected molecules or ions with the total composition C6H9N2O2 in a non-equilibrium geometry. The level of theory is wB97M-V/def2-TZVPD.

Computed properties:
Charge: -1
Frontier orbital gap (eV): 8.4
Lowest unoccupied orbital energy (eV): 3.63
Energy relative to the best compared isomer or geometry (same formula, charge and spin) (kJ/mol): 163.6
Largest force on an atom (eV/A): 6.8

Each line ends with the Mulliken charge.
CARTESIAN COORDINATES (ANGSTROEM)
C (-1.99250, -1.92878, -2.53737)  -1.030
C (0.61081, 0.48305, -2.12104)  -0.287
C (-0.70265, -0.73764, -0.72267)  -0.400
C (-0.87669, -1.10062, -2.12039)  0.524
N (0.21580, 0.26098, -0.76374)  -0.066
N (-0.05062, -0.37649, -2.95338)  -0.715
H (0.46830, 1.04906, 0.08201)  0.440
H (1.41288, 1.08753, -2.21023)  0.441
H (-1.30284, -0.91815, 0.15899)  0.320
H (-2.38115, -2.42855, -1.68338)  0.323
H (-1.72143, -2.64819, -3.37553)  0.263
H (-2.79138, -1.19478, -2.72681)  0.221
C (1.54131, 0.69630, 3.33938)  -0.888
C (0.95852, 1.95901, 2.64065)  0.463
O (0.76534, 1.86565, 1.41931)  -0.721
O (0.88357, 2.92760, 3.37196)  -0.690
H (2.51048, 0.49012, 3.03513)  0.287
H (1.09068, -0.06929, 2.77348)  0.243
H (1.36158, 0.58317, 4.39361)  0.275

Cartesian forces, eV/Å:
-0.4 -0.3 -1.6
-4.3 -4.2 3.1
0.2 0.8 -3.4
1.5 1.4 3.0
1.4 2.9 -0.4
0.5 0.8 2.0
-0.4 -2.4 -1.3
2.3 1.9 -1.2
0.2 -0.3 -0.1
-0.1 -1.0 0.7
-0.8 1.0 0.9
-0.1 -0.6 -1.0
-1.9 0.2 -0.9
1.9 -1.1 1.8
-0.7 0.0 -2.1
-0.8 1.9 0.6
2.4 0.4 -0.1
-1.2 -1.6 -0.2
0.1 0.2 0.3